(1)
Density functional theory data (wB97M-V/def2-TZVPD) for 8 unconnected molecules or ions with the total composition C32H54N6O4S2 in a non-equilibrium geometry.

Output
Charge: 0
Energy above the lowest of the compared OMol25 structures with the same formula, charge and spin, kJ/mol: 0.0
HOMO-LUMO gap, Ha: 0.308
SMILES string: O=S1(=O)CCCC1.O=S1(=O)CCCC1.c1cc[nH]c1.c1cc[nH]c1.CCCC#N.CCCC#N.CCCC#N.CCCC#N

Positions of all 98 atoms, in Å:
C -5.9346 1.1195 1.9035
C -4.6443 0.8990 1.1240
C -3.4080 1.2830 1.9207
C -3.1404 2.7130 1.9468
N -2.9572 3.8422 2.0012
H -5.9314 0.5477 2.8365
H -6.8469 0.9936 1.3269
H -5.9637 2.1457 2.2945
H -4.7271 1.4802 0.2009
H -4.5873 -0.1490 0.8222
H -2.5714 0.6697 1.5801
H -3.5736 0.9005 2.9345
C 3.9632 -3.0278 -1.8572
C 3.9578 -3.7737 -0.5344
C 2.5880 -3.7470 0.1915
C 1.4779 -4.4388 -0.4408
N 0.5881 -4.9485 -0.9601
H 4.9736 -3.0225 -2.2639
H 3.6099 -1.9968 -1.8046
H 3.2718 -3.5226 -2.5452
H 4.7201 -3.3679 0.1270
H 4.1012 -4.8455 -0.6816
H 2.2700 -2.7385 0.4699
H 2.7460 -4.2577 1.1487
C -0.7272 -4.8968 2.5098
C 0.7316 -4.6521 2.9150
C 0.9546 -4.5132 4.4263
C 0.3414 -3.2925 4.9547
N -0.1266 -2.3167 5.3389
H -1.3138 -4.0447 2.8536
H -1.0522 -5.8272 2.9746
H -0.8464 -4.9767 1.4312
H 1.0986 -3.7127 2.4878
H 1.4096 -5.4043 2.5078
H 2.0188 -4.5246 4.6629
H 0.5405 -5.3689 4.9668
C 0.7056 -5.2070 -4.6224
C 1.1247 -4.1609 -5.6543
C 0.1789 -2.9622 -5.7404
C 0.2965 -2.1621 -4.5065
N 0.4072 -1.6134 -3.5057
H 0.9471 -4.8586 -3.6169
H 1.1748 -6.1755 -4.7815
H -0.3723 -5.3813 -4.5975
H 1.1321 -4.6278 -6.6421
H 2.1349 -3.7902 -5.4820
H -0.8562 -3.2724 -5.8856
H 0.4222 -2.3374 -6.6002
C 1.5158 3.7874 0.7545
C 0.2608 4.6340 0.9646
C 0.4027 5.9001 0.0947
S 2.1932 6.1147 -0.2486
O 2.7190 7.3260 0.3605
O 2.4562 5.8222 -1.6385
C 2.7336 4.6824 0.7350
H 1.4724 3.2250 -0.1791
H 1.6103 3.0981 1.5975
H 0.1305 4.8901 2.0124
H -0.5678 4.0270 0.6054
H 0.1137 6.7992 0.6345
H -0.0952 5.8434 -0.8699
H 2.9363 5.0998 1.7249
H 3.6695 4.2761 0.3614
C -1.0003 1.2846 -3.7115
C -2.3740 0.7892 -3.2011
C -3.1734 1.9605 -2.6304
S -2.3799 3.5382 -3.1690
O -1.7853 4.1948 -2.0322
O -3.3195 4.2135 -4.0582
C -1.0888 2.7383 -4.1599
H -0.5769 0.7262 -4.5451
H -0.2669 1.1186 -2.9197
H -2.1844 0.0260 -2.4476
H -2.9109 0.3229 -4.0261
H -3.2467 2.0143 -1.5451
H -4.1925 1.9039 -3.0072
H -0.1643 3.3124 -4.1303
H -1.4256 2.8021 -5.1960
N 0.1934 -0.5512 -0.6022
C 0.0595 -1.6438 0.2132
C -0.0750 -1.1790 1.5109
C 0.0226 0.2190 1.4443
C 0.0676 0.5994 0.1166
H 0.2660 -0.6304 -1.6064
H 0.0983 -2.6315 -0.2164
H -0.2650 -1.7966 2.3732
H -0.0295 0.9568 2.2336
H 0.0048 1.5871 -0.3046
N 1.8882 1.5547 4.6080
C 2.5279 2.7545 4.5200
C 1.6038 3.7873 4.5243
C 0.3595 3.1476 4.7781
C 0.5704 1.8034 4.9253
H 2.3851 0.6865 4.5850
H 3.6005 2.8015 4.4016
H 1.6817 4.8537 4.4046
H -0.6304 3.5745 4.8291
H -0.0971 0.9573 4.9966

(2)
Density functional theory data (wB97M-V/def2-TZVPD) for a molecular structure, C32H55Br6NO20 in a non-equilibrium geometry.

Output
Charge: -1
2S+1: 2
<S²>: 0.7616
HOMO-LUMO gap (spin up / spin down), Ha: 0.126 / 0.266

Positions of all 114 atoms, in Å:
C -2.2760 1.5146 -0.5324
C -2.0956 1.3365 0.8529
C -0.9195 0.7834 1.3366
C 0.0515 0.4357 0.4074
C -0.0512 0.7493 -0.9368
C -1.2677 1.2963 -1.3896
N 1.3273 -0.1796 0.8695
O 1.7806 -0.9402 0.0278
O 1.7725 0.0175 2.0175
H -3.2246 1.7223 -1.0051
H -2.9358 1.3589 1.5312
H -0.7812 0.6150 2.3943
H 0.7506 0.4738 -1.6058
H -1.3343 1.6967 -2.3904
C 4.4338 6.4905 3.5420
C 3.9161 5.2163 2.8894
O 3.4273 5.4193 1.5786
C 2.9246 4.3656 0.9002
O 2.9563 3.2094 1.2994
O 2.3647 4.8135 -0.1915
C 1.7771 3.9414 -1.0733
H 4.9004 6.4660 4.5268
H 3.5778 7.1645 3.5749
H 5.2146 6.8378 2.8653
H 3.1762 4.8607 3.6066
H 4.7927 4.5685 2.8837
H 2.1812 4.2777 -2.0281
H 0.6953 3.9489 -1.2067
H 2.1723 2.9258 -1.0892
C -4.6516 -3.2994 -1.5155
C -3.8254 -2.0045 -1.6401
O -4.6405 -0.8277 -1.2065
C -5.2438 -0.6677 -0.0681
O -5.1643 -1.4463 0.9079
O -5.7895 0.4904 -0.2493
C -6.3400 1.1333 0.8849
H -4.8069 -3.6186 -0.4850
H -4.1481 -3.9208 -2.2562
H -5.6818 -3.1638 -1.8446
H -3.5902 -1.9038 -2.6997
H -2.8793 -2.0528 -1.1010
H -5.6373 1.2588 1.7087
H -7.1360 0.4845 1.2504
H -6.9007 2.0622 0.7810
C -2.6657 4.3478 -3.4248
C -3.7544 3.2864 -3.6477
O -4.6711 3.3993 -2.5889
C -5.4005 4.4654 -2.3616
O -5.7278 5.2982 -3.1806
O -5.8504 4.3577 -1.1469
C -6.7924 5.3679 -0.6986
H -2.7289 5.1520 -4.1578
H -1.6727 3.9036 -3.4926
H -2.6342 4.9455 -2.5139
H -3.3810 2.2624 -3.6555
H -4.3217 3.4889 -4.5561
H -6.6976 6.2944 -1.2649
H -6.5367 5.5703 0.3415
H -7.7657 4.9238 -0.9072
C 5.3578 -5.9726 4.6325
C 4.1004 -5.0493 4.5585
O 3.7171 -5.2006 3.1755
C 2.7084 -4.4346 2.6498
O 2.1249 -3.5473 3.2317
O 2.5127 -4.8872 1.3682
C 1.6837 -4.1276 0.4892
H 5.9876 -5.6462 5.4601
H 5.9866 -5.8192 3.7555
H 5.0555 -7.0153 4.7296
H 4.3150 -4.0212 4.8502
H 3.3417 -5.2918 5.3027
H 1.3016 -3.1842 0.8792
H 0.8367 -4.6806 0.0832
H 2.2524 -3.8426 -0.3960
C 5.0493 -0.4034 0.1800
C 5.1385 -1.3628 1.3094
O 6.4160 -1.9577 1.5643
C 6.9872 -2.5819 0.5357
O 6.4957 -2.9024 -0.5375
O 8.2867 -2.5473 0.7063
C 9.2042 -3.1104 -0.2133
H 4.9396 -0.9087 -0.7795
H 5.8463 0.3402 0.1812
H 4.0992 0.1299 0.2122
H 4.4427 -2.1666 1.0691
H 4.8563 -0.9776 2.2892
H 10.2031 -2.7524 0.0359
H 8.9745 -2.9099 -1.2598
H 9.1114 -4.1768 -0.0077
C -4.9844 -2.4145 -5.7936
C -4.0335 -1.2833 -5.8879
O -2.7990 -1.8745 -5.4204
C -1.8319 -1.2090 -4.8773
O -1.9750 -0.0927 -4.3516
O -0.6862 -1.9450 -4.9440
C 0.4683 -1.6390 -4.1178
H -5.1416 -2.6141 -4.7336
H -4.6263 -3.3691 -6.1793
H -5.9885 -2.1187 -6.0975
H -4.2344 -0.4575 -5.2054
H -4.0595 -0.8252 -6.8766
H 0.3450 -0.8393 -3.3875
H 1.2240 -1.3841 -4.8608
H 0.7696 -2.5218 -3.5539
C 2.5578 0.5615 5.4913
Br 3.4820 2.1257 4.7241
Br 0.5211 0.4137 5.0840
Br 2.9157 0.4477 7.3941
H 2.9604 -0.3733 5.1013
C -3.8174 -2.5595 3.7984
Br -4.4870 -2.9228 5.5832
Br -1.9387 -3.2085 3.6274
Br -3.8761 -0.6074 3.3966
H -4.3675 -3.2550 3.1646

(3)
Density functional theory data (wB97M-V/def2-TZVPD) for 4 unconnected molecules or ions with the total composition C32H55F8N5O10PS5 in a non-equilibrium geometry.

Output
Charge: +1
HOMO-LUMO gap, Ha: 0.264

Positions of all 116 atoms, in Å:
N 2.2020 -1.8389 4.7234
P 0.6890 -1.0608 5.0411
O -0.3385 -2.3388 5.2969
C 0.1970 -0.2111 3.4090
C -1.1781 0.4319 3.6559
C -2.3709 -0.5568 3.6410
C -3.4738 -0.2028 4.6781
S -4.8851 0.5161 3.7855
C -6.2854 -0.6079 3.9450
S -7.0934 -0.6306 5.3553
N -6.5749 -1.3476 2.8373
C -7.7291 -2.2212 3.0081
C -8.0481 -2.9713 1.7194
O -8.0499 -2.1522 0.5547
C -8.0114 -0.7890 0.8576
C -6.7446 -0.4520 1.6396
C 0.1271 -1.2488 2.3039
N -0.2050 -0.5153 1.0357
C 0.9926 0.3048 0.6525
C 1.8308 0.8542 1.8329
C 3.2381 0.2277 1.9350
C 4.0378 0.2649 0.6211
O 4.6962 -0.9878 0.4679
C 3.8335 -1.9962 0.0358
C 4.3595 -3.3861 0.4000
F 4.7812 -3.9530 -0.7435
F 5.3744 -3.3394 1.2233
C 3.2467 -4.3074 0.9148
F 2.3942 -4.4816 -0.0757
F 2.5402 -3.7202 1.9099
C 3.7150 -5.6996 1.4403
F 2.7815 -6.5712 1.1044
F 4.8687 -6.0689 0.9258
C 3.8387 -5.7591 2.9709
F 4.7964 -4.9482 3.3907
F 4.1898 -7.0018 3.2880
N 1.2219 0.8077 3.1683
N 0.8615 2.1173 3.6625
C 1.6959 2.4375 4.5168
O 2.4961 2.7448 5.3364
H 2.1849 -2.7478 5.1813
H 2.2302 -2.0679 3.7287
H -0.9532 -2.0999 5.9971
H -1.3894 1.1951 2.9172
H -1.1332 0.8661 4.6471
H -2.0938 -1.6011 3.7395
H -2.8428 -0.4642 2.6653
H -3.0766 0.5154 5.3832
H -3.7502 -1.0972 5.2209
H -7.4965 -2.9798 3.7434
H -8.6226 -1.6860 3.3157
H -9.0446 -3.3990 1.8292
H -7.3638 -3.7950 1.5365
H -7.9609 -0.2155 -0.0615
H -8.9023 -0.4577 1.3936
H -6.8460 0.5764 1.9736
H -5.9183 -0.5658 0.9499
H 1.0837 -1.7216 2.1026
H -0.5695 -2.0470 2.5194
H -1.0899 -0.0092 1.0899
H -0.3286 -1.2190 0.3070
H 0.6309 1.1331 0.0539
H 1.5835 -0.2899 -0.0292
H 2.0131 1.8983 1.6143
H 3.7584 0.8682 2.6396
H 3.2255 -0.7593 2.3847
H 4.8107 1.0200 0.6585
H 3.4339 0.5292 -0.2438
H 3.7305 -1.9176 -1.0422
H 2.8192 -1.9266 0.4487
H 2.8923 -5.5736 3.4662
C 6.1993 -1.3424 -4.2008
C 5.3285 -1.2508 -5.4610
C 3.9818 -0.6433 -5.0460
S 4.3204 0.3899 -3.6228
O 3.6501 -0.1737 -2.4645
O 4.1572 1.7775 -3.9749
C 6.0633 0.0081 -3.5042
H 7.2380 -1.5637 -4.4396
H 5.8265 -2.1375 -3.5503
H 5.8146 -0.6031 -6.1931
H 5.1901 -2.2241 -5.9278
H 3.5501 -0.0336 -5.8338
H 3.2726 -1.4117 -4.7445
H 6.3651 -0.0099 -2.4584
H 6.6064 0.7870 -4.0382
C 2.2213 3.7477 -8.5652
C 0.7030 3.5717 -8.4346
C 0.3914 2.0862 -8.6592
S 1.8579 1.1857 -8.1458
O 2.4351 0.5433 -9.2966
O 1.5731 0.4561 -6.9313
C 2.8428 2.6240 -7.7415
H 2.5474 4.7253 -8.2141
H 2.5160 3.6497 -9.6121
H 0.3879 3.8666 -7.4316
H 0.1618 4.1959 -9.1437
H -0.4557 1.7524 -8.0655
H 0.2182 1.8653 -9.7105
H 3.8853 2.4326 -7.9858
H 2.7349 2.8100 -6.6723
C -3.0094 5.0370 2.2516
C -4.1679 5.9227 1.7747
C -4.8467 5.2001 0.6033
S -4.5739 3.4464 0.8732
O -3.7289 2.9375 -0.1831
O -5.8208 2.8124 1.2135
C -3.5813 3.6258 2.3484
H -2.6098 5.3720 3.2075
H -2.1988 5.0627 1.5193
H -4.8826 6.0564 2.5887
H -3.8232 6.9115 1.4773
H -5.9164 5.3895 0.5698
H -4.3933 5.4646 -0.3501
H -2.8188 2.8519 2.3724
H -4.2449 3.5254 3.2072

(4)
Density functional theory data (wB97M-V/def2-TZVPD) for a molecular structure, C32H56Br2InN12.

Output
Charge: +1
Energy above the lowest of the compared OMol25 structures with the same formula, charge and spin, kJ/mol: 0.0
HOMO-LUMO gap (spin up / spin down), Ha: 0.232 / 0.232

Positions of all 103 atoms, in Å:
In 0.2502 -0.3317 0.3301
C 6.2144 -0.0143 0.0952
N 5.1899 -0.9786 0.4769
C 5.5375 -2.3680 0.2243
C 3.8668 -0.5834 0.3813
N 2.9826 -0.7723 -0.4664
C 3.1255 -1.5175 -1.6985
C 1.8210 -2.2751 -1.8893
N 0.6567 -1.3891 -1.9244
C 0.7121 -0.5410 -3.1440
C 0.5414 0.9410 -2.8673
N -0.7046 1.1109 -2.1694
C -1.5531 1.9837 -2.6018
N -2.8829 1.8616 -2.3159
C -3.7306 3.0290 -2.1471
C -3.5453 0.5989 -2.0196
N -1.2537 3.0679 -3.4044
C -0.0736 3.8582 -3.2096
C -2.0801 3.4681 -4.5186
C -0.5690 -2.2350 -1.9291
C -0.7160 -3.0796 -0.6661
N -0.4145 -2.3602 0.5485
C -1.4813 -2.1978 1.5359
N -0.7561 -1.5419 2.6780
C -1.4498 -0.6536 3.5980
C 0.0272 -2.5133 3.4537
N -2.0762 -3.4696 1.8175
C -3.0400 -3.5309 2.8933
C -1.3482 -4.7252 1.6994
N 3.3096 0.2074 1.5954
C 3.4450 1.6568 1.3914
C 4.0374 -0.1460 2.8367
H 6.4753 -0.0891 -0.9590
H 7.1000 -0.2340 0.6754
H 5.9174 1.0199 0.2814
H 6.4056 -2.6223 0.8438
H 5.8290 -2.5150 -0.8197
H 4.7223 -3.0277 0.5006
H 3.9404 -2.2342 -1.6891
H 3.3032 -0.8301 -2.5256
H 1.7190 -2.9284 -1.0261
H 1.8700 -2.8828 -2.7996
H -0.0777 -0.8634 -3.8212
H 1.6475 -0.6925 -3.6788
H 0.5789 1.4566 -3.8354
H 1.3929 1.2680 -2.2693
H -3.1256 3.9358 -2.1563
H -4.2412 2.9605 -1.1717
H -4.4795 3.1154 -2.9331
H -2.8893 -0.2363 -2.2967
H -4.4671 0.5624 -2.6119
H -3.8137 0.5072 -0.9663
H 0.5879 3.4062 -2.4993
H -0.3131 4.8569 -2.8318
H 0.4527 3.9846 -4.1584
H -2.7638 2.6598 -4.7795
H -1.4414 3.6266 -5.3864
H -2.6390 4.3850 -4.3542
H -0.5319 -2.8988 -2.8100
H -1.4223 -1.5593 -2.0214
H -0.0527 -3.9565 -0.7519
H -1.7286 -3.4936 -0.6684
H -2.0538 0.0779 3.0746
H -0.6957 -0.0888 4.1740
H -2.0803 -1.1856 4.3134
H 0.6410 -3.1235 2.7985
H -0.6110 -3.1833 4.0527
H 0.6686 -1.9772 4.1737
H -3.3696 -2.5471 3.2023
H -2.5926 -4.0095 3.7761
H -3.9232 -4.1236 2.6094
H -0.4625 -4.6021 1.0919
H -2.0130 -5.4827 1.2926
H -1.0053 -5.0765 2.6797
H 3.1181 1.8904 0.3857
H 4.4778 1.9451 1.5201
H 2.8330 2.1803 2.1186
H 4.0659 -1.2316 2.9478
H 3.5293 0.2697 3.6923
H 5.0401 0.2597 2.8199
Br -5.9644 0.3714 2.8310
C -4.3071 0.2120 1.9064
C -3.8943 -0.9996 1.5076
C -2.5323 -1.2100 0.8897
N -1.8341 0.0604 0.6235
C -2.3407 1.2212 1.0718
C -3.5487 1.4118 1.6965
C -1.4858 2.4032 0.7814
C -2.0658 3.6663 0.6828
C -1.2834 4.7525 0.3478
Br -2.0707 6.4318 0.0728
C 0.0722 4.5666 0.1002
C 0.5544 3.2831 0.2014
N -0.1859 2.2282 0.5278
H -4.5416 -1.8625 1.5905
H -2.7241 -1.7039 -0.0722
H -3.8963 2.3730 2.0688
H -3.1308 3.8091 0.8305
H 0.7219 5.3893 -0.1831
H 1.5953 3.0949 -0.0162
C 1.8720 -0.1341 1.8409
H 1.8762 -1.1394 2.2793
H 1.5495 0.5426 2.6332

Number 1: E_tot -72858.7116 eV. Number 2: E_tot -496765.1706 eV. Number 3: E_tot -147196.3694 eV. Number 4: E_tot -197223.6359 eV.